Record 1
Density functional theory data (ωB97M-V with the def2-TZVPD basis set) for 4 unconnected molecules or ions with the total composition C4H19N2O4.

Structure (XYZ):
```
29
Properties=species:S:1:pos:R:3
N 0.9432 0.9164 -1.5379
C 0.1111 1.8647 -0.5772
C -0.1436 1.1194 0.7495
N 0.9712 0.1882 0.8518
C 0.6439 -1.1896 1.0557
C 0.8255 -2.0861 -0.2487
O -0.0613 -1.5883 -1.2681
H 1.8167 0.6484 -1.1364
H 1.1209 1.4100 -2.3990
H 0.3905 -0.0638 -1.6603
H 0.7258 2.7030 -0.3641
H -0.7642 2.1423 -1.0242
H -0.0915 1.9136 1.6063
H -1.0098 0.5509 0.9218
H 1.8140 0.5857 1.2957
H 1.1836 -1.6929 1.9150
H -0.4403 -1.3508 1.4367
H 0.7082 -3.1332 -0.2129
H 1.8101 -1.8153 -0.7283
H -1.0322 -1.7065 -0.9008
H -3.3840 -2.1838 -0.6626
H -2.7205 -0.9692 0.0907
O -2.6278 -1.7189 -0.4951
H 3.8226 1.9020 0.4147
H 3.9372 2.1017 -1.1217
O 3.2705 2.0563 -0.3726
H -4.2328 0.4546 1.1957
H -3.9837 -0.9205 1.7409
O -3.6031 -0.1383 1.4354
```

Properties
E_LUMO: -2.574 eV
Charge: +1
Energy: -573.99929 hartree

So, what does the natural (NBO) scheme give us? The charges, in e, come out as: N -0.736; C -0.205; C -0.232; N -0.688; C -0.255; C -0.075; O -0.788; H 0.454; H 0.413; H 0.482; H 0.227; H 0.213; H 0.210; H 0.216; H 0.396; H 0.221; H 0.192; H 0.202; H 0.166; H 0.520; H 0.495; H 0.506; O -0.974; H 0.491; H 0.494; O -0.975; H 0.484; H 0.486; O -0.941

---

Record 2
Density functional theory data (ωB97M-V with the def2-TZVPD basis set) for 5 unconnected molecules or ions with the total composition C4H19NO5.

Structure (XYZ):
```
29
Properties=species:S:1:pos:R:3
C -0.3595 1.9431 -0.5396
O 0.3581 1.0312 -1.3588
C 1.2130 0.1591 -0.6287
C 2.5253 0.7918 -0.1911
C 3.2522 1.4476 -1.3401
N 3.3487 -0.3424 0.2985
H -1.2507 1.4565 -0.1175
H -0.6581 2.8045 -1.1267
H 0.2428 2.2450 0.3229
H 0.6701 -0.2066 0.2551
H 1.4336 -0.6734 -1.2940
H 2.3910 1.4683 0.6600
H 3.6069 0.7201 -2.0705
H 4.1240 2.0244 -1.0178
H 2.6086 2.1633 -1.8585
H 4.3189 -0.0868 0.4104
H 3.0051 -0.7044 1.1788
O -2.8202 -1.3643 0.6827
H -2.0697 -1.4898 1.2854
H -2.4339 -1.1459 -0.1812
O -0.7318 -1.6862 2.6576
H -0.8618 -0.8246 3.0705
H -0.7293 -2.3126 3.3893
O -5.3738 -2.3655 1.6572
H -5.9606 -1.9417 1.0255
H -4.5053 -1.9686 1.4797
O -1.9729 -0.5141 -1.9065
H -1.2277 0.1090 -1.9170
H -2.1434 -0.7368 -2.8256
```

Properties
E_LUMO: 0.347 eV
Charge: 0
Energy: -594.74012 hartree

So, what does the natural (NBO) scheme give us? The charges, in e, come out as: C -0.266; O -0.567; C -0.069; C -0.082; C -0.626; N -0.848; H 0.181; H 0.199; H 0.172; H 0.172; H 0.208; H 0.169; H 0.218; H 0.209; H 0.224; H 0.363; H 0.359; O -1.008; H 0.488; H 0.504; O -0.950; H 0.478; H 0.486; O -0.968; H 0.460; H 0.498; O -0.980; H 0.495; H 0.481

---

Record 3
Density functional theory data (ωB97M-V with the def2-TZVPD basis set) for a molecular structure, C4H19NO7.

Structure (XYZ):
```
31
Properties=species:S:1:pos:R:3
C -1.7682 1.2345 -0.6732
C -0.5142 2.1562 -0.6484
C 0.6757 1.6401 0.1949
O 0.9142 2.5251 1.2399
N -1.7377 0.2750 -1.7415
C -1.4352 -1.1259 -1.4555
O -0.2183 -1.3917 -1.9821
H -2.6122 1.9290 -0.6958
H -1.7961 0.6734 0.2567
H -0.2816 2.3994 -1.6937
H -0.7973 3.1136 -0.2148
H 0.4497 0.6586 0.6455
H 1.5420 1.5189 -0.4660
H -1.2908 0.6390 -2.5820
H -2.2608 -1.7201 -1.8836
H -1.3603 -1.2548 -0.3667
H 2.1596 -2.2586 2.4161
H 2.1370 -3.1439 1.2323
O 2.6557 -3.0041 2.0471
H -1.6260 2.0255 2.4841
H -0.2309 2.8053 1.7587
O -1.2347 2.8807 2.3001
H 0.6682 1.4716 3.7167
H 1.5230 1.7009 2.5162
O 1.5178 1.1598 3.3601
H 2.1210 -1.7753 -0.3622
H 0.6555 -1.9108 -0.8981
O 1.3772 -2.3953 -0.3503
H -0.2066 -2.9878 -2.7952
H 0.8710 -3.9306 -2.3884
O 0.1035 -3.9076 -2.9708
```

Properties
E_LUMO (alpha / beta): 3.000 / -0.552 eV
Spin multiplicity: 2
Charge: -1
<S²>: 0.757
Energy: -745.18494 hartree

So, what does the natural (NBO) scheme give us? The charges, in e, come out as: C -0.267; C -0.422; C -0.056; O -0.863; N -0.310; C 0.064; O -0.716; H 0.238; H 0.215; H 0.176; H 0.251; H 0.138; H 0.150; H 0.394; H 0.156; H 0.192; H 0.472; H 0.491; O -0.975; H 0.430; H 0.486; O -1.108; H 0.458; H 0.502; O -1.017; H 0.472; H 0.493; O -1.022; H 0.489; H 0.472; O -0.985